Entry from OMol25: a structure of composition C20H27FIMgN3O3 at a distorted geometry (ωB97M-V with the def2-TZVPD basis set).

Computed properties:
HOMO	-5.6704	eV
LUMO	-0.081	Eh
energy relative to the best compared isomer or geometry (same formula, charge and spin)	0.0	kJ/mol
charge	0

Last column: Mulliken charge in e.
CARTESIAN COORDINATES (ANGSTROEM)
1 C 2.5863 -4.0037 -6.3394  -0.36
2 C 4.0497 -3.8619 -5.9456  -0.71
3 H 2.1204 -4.8486 -5.8216  0.20
4 H 2.5479 -4.1790 -7.4195  0.32
5 H 1.9852 -3.0925 -6.1761  -0.26
6 H 4.2016 -3.6813 -4.8827  0.14
7 H 4.5744 -4.7928 -6.1876  0.33
8 H 4.5357 -3.0603 -6.5029  0.25
9 Mg 1.8395 -1.8703 -3.6944  0.88
10 C 3.9438 -1.8119 -3.5435  -1.45
11 H 4.3739 -2.6399 -2.9673  0.32
12 H 4.3013 -0.8780 -3.0937  0.28
13 H 4.3413 -1.8331 -4.5644  0.25
14 I 1.0734 -0.6767 -5.9790  -0.61
15 F 2.2033 2.5591 1.7831  -0.36
16 C 1.1450 1.7683 1.3977  0.79
17 C 1.3214 0.9821 0.2939  -0.95
18 C 0.3020 0.0954 -0.1128  -0.01
19 C 0.4348 -0.8069 -1.2494  1.33
20 O 1.3719 -0.6665 -2.0925  -0.57
21 C -0.5596 -1.8379 -1.3964  -0.62
22 C -1.7638 -1.6499 -0.7514  -0.47
23 N -2.0218 -0.5865 0.0817  0.09
24 C -3.3218 -0.3839 0.5792  -0.25
25 C -4.5177 -0.8374 -0.1942  -0.69
26 C -4.0957 -1.5760 1.0345  -0.60
27 C -0.9397 0.1621 0.5699  0.21
28 C -1.0930 0.9497 1.7192  -0.32
29 C -0.0523 1.8121 2.1452  -0.08
30 N -0.2503 2.6286 3.2634  0.16
31 C -0.9514 2.0609 4.4058  -0.66
32 C -1.8388 3.1189 5.0387  -0.67
33 N -0.9771 4.2800 5.3342  -0.10
34 C -0.1808 4.8380 4.2300  -0.86
35 C 0.6469 3.7039 3.6488  -0.76
36 C -0.3847 -3.1576 -2.1680  0.58
37 O -1.2685 -3.9950 -1.9481  -0.72
38 O 0.6455 -3.2680 -2.9347  -0.93
39 H 2.2440 1.0353 -0.2670  0.61
40 H -2.5994 -2.3415 -0.8539  0.82
41 H -3.4440 0.5308 1.1414  0.66
42 H -5.4202 -0.2351 -0.0832  0.27
43 H -4.3458 -1.2984 -1.1657  0.25
44 H -3.6198 -2.5475 0.8978  0.29
45 H -4.7176 -1.4327 1.9249  0.27
46 H -2.0573 0.9361 2.2334  -0.08
47 H -0.2205 1.6719 5.1505  0.22
48 H -1.5616 1.2207 4.0727  0.38
49 H -2.6221 3.4620 4.3610  0.37
50 H -2.2813 2.7623 5.9688  0.39
51 H -1.5334 5.0246 5.7452  0.35
52 H -0.3005 3.9508 6.0202  0.41
53 H 0.4479 5.6371 4.6142  0.43
54 H -0.8684 5.2486 3.4914  0.36
55 H 1.3743 3.3414 4.4009  0.37
56 H 1.1973 4.0702 2.7874  0.50

Cartesian forces (eV/Å) of the 6 atoms listed first:
C -0.076 0.132 -0.193
C 0.160 -0.547 -0.006
H -0.028 0.115 -0.096
H -0.222 -0.149 0.059
H 0.441 -0.627 0.048
H -0.116 -0.115 -0.254

---

Entry from OMol25: an isolated molecule of C6H12O (ωB97M-V with the def2-TZVPD basis set).

Computed properties:
HOMO	-10.0794	eV
LUMO	0.040	Eh
energy relative to the best compared isomer or geometry (same formula, charge and spin)	115.0	kJ/mol
charge	0

Last column: Mulliken charge in e.
CARTESIAN COORDINATES (ANGSTROEM)
1 C 0.8774 -1.5934 -1.3457  -1.62
2 C 0.0669 -0.7088 -0.3964  0.85
3 C -0.4719 -1.4727 0.8223  -1.32
4 C 0.8749 0.4360 0.1764  -0.25
5 O 1.1294 1.6232 -0.5543  -0.50
6 C 0.2580 1.7019 0.5773  0.08
7 C -1.1791 2.0478 0.2710  -1.37
8 H 0.2628 -2.4265 -1.7090  0.39
9 H 1.2218 -1.0240 -2.2163  0.37
10 H 1.7575 -2.0212 -0.8500  0.34
11 H -0.7784 -0.3032 -0.9644  0.14
12 H 0.2880 -1.5191 1.6136  0.32
13 H -0.7580 -2.4997 0.5778  0.40
14 H -1.3460 -0.9627 1.2435  0.27
15 H 1.7413 0.0920 0.7525  0.46
16 H 0.6858 2.2052 1.4463  0.45
17 H -1.4015 1.8017 -0.7701  0.40
18 H -1.3535 3.1193 0.4060  0.38
19 H -1.8755 1.5041 0.9195  0.22

Cartesian forces (eV/Å) of the 6 atoms listed first:
C 0.054 -0.012 -0.004
C -0.044 0.031 -0.050
C -0.054 -0.060 0.055
C -0.044 -0.302 0.148
O 0.069 0.106 -0.223
C -0.119 0.080 0.162

---

Entry from OMol25: the ion C4H9FN3 with charge +1 at a distorted geometry (ωB97M-V with the def2-TZVPD basis set).

Computed properties:
HOMO (spin up / spin down)	-14.2697 / -13.1728	eV
LUMO (spin up / spin down)	-0.195 / -0.185	Eh
energy relative to the best compared isomer or geometry (same formula, charge and spin)	467.5	kJ/mol
charge	+1

Last column: Mulliken charge in e.
CARTESIAN COORDINATES (ANGSTROEM)
1 C 1.0093 -1.2814 0.6410  -0.75
2 C 0.6385 -0.3860 -0.5800  -0.72
3 C -0.5510 0.5192 -0.3392  0.70
4 N -0.2437 1.7816 -0.0854  -0.41
5 N -1.8150 0.0453 -0.3872  -0.10
6 C -2.9980 0.5645 -0.1175  -0.15
7 N -3.9759 -0.7171 -0.0783  -0.16
8 F -5.2178 -0.2424 0.2326  -0.10
9 H 0.9744 -2.3929 0.4109  0.28
10 H 0.0707 -0.9932 1.3124  0.26
11 H 1.9903 -0.8645 0.9200  0.28
12 H 0.2871 -1.0773 -1.4216  0.27
13 H 1.5279 0.1799 -0.9405  0.45
14 H 0.7390 2.0657 -0.2565  0.26
15 H -0.9033 2.4532 0.4448  0.25
16 H -1.9401 -0.9420 -0.4604  0.33
17 H -3.0981 1.6370 -0.0002  0.32

Cartesian forces (eV/Å) of the 6 atoms listed first:
C -2.482 0.923 0.270
C -0.924 -1.676 -2.574
C 0.685 0.334 -0.097
N -1.181 1.377 1.166
N 3.268 -0.325 0.056
C -5.175 -4.360 0.462